{
  "formula": "C25H24CrN3O5S2",
  "method": "ωB97M-V/def2-TZVPD",
  "charge": 0,
  "multiplicity": 2,
  "species": ["Cr", "C", "C", "C", "C", "C", "C", "C", "S", "O", "O", "N", "C", "C", "O", "O", "H", "H", "H", "H", "H", "H", "H", "H", "H", "C", "C", "C", "C", "C", "C", "C", "C", "C", "S", "C", "N", "H", "H", "H", "H", "H", "H", "H", "H", "O", "C", "C", "C", "C", "C", "C", "N", "H", "H", "H", "H", "H", "H", "H"],
  "coordinates": [[-0.1859, 0.5147, 0.2192], [7.0268, 2.2608, 1.6445], [5.7189, 2.2238, 0.9202], [4.5701, 2.6888, 1.5476], [3.3478, 2.6363, 0.9047], [3.2565, 2.1209, -0.3793], [4.3966, 1.6808, -1.0300], [5.6200, 1.7325, -0.3794], [1.6112, 2.1423, -1.1323], [1.5656, 3.2317, -2.0634], [1.3532, 0.8005, -1.6712], [0.6925, 2.2600, 0.1615], [-0.1741, 3.3795, 0.3237], [-1.6187, 2.9332, -0.0726], [-2.5064, 3.7486, -0.1929], [-1.7113, 1.6725, -0.2107], [6.8702, 2.5112, 2.6908], [7.6817, 3.0115, 1.2066], [7.5299, 1.2985, 1.5792], [4.6359, 3.1004, 2.5438], [2.4553, 2.9924, 1.3962], [4.3178, 1.3055, -2.0392], [6.5139, 1.3977, -0.8857], [0.1406, 4.2212, -0.2979], [-0.2095, 3.6842, 1.3761], [-1.5244, -0.7485, -2.2015], [-2.1417, -1.2472, -0.9356], [-3.2939, -2.0468, -0.9702], [-3.8205, -2.5609, 0.1870], [-3.2279, -2.2132, 1.4190], [-3.7230, -2.6494, 2.6624], [-3.1587, -2.2053, 3.8324], [-2.1061, -1.2936, 3.8043], [-1.6030, -0.8347, 2.5982], [-0.4181, 0.4271, 2.5257], [-2.1186, -1.3284, 1.3770], [-1.5660, -0.9065, 0.2108], [-2.0391, -1.1695, -3.0617], [-0.4644, -1.0080, -2.2430], [-1.6010, 0.3396, -2.2555], [-3.7497, -2.2588, -1.9250], [-4.6939, -3.1967, 0.1719], [-4.5682, -3.3205, 2.6731], [-3.5610, -2.5225, 4.7838], [-1.6839, -0.9090, 4.7180], [1.8176, -0.4110, 0.7773], [2.5771, -1.3344, 0.0099], [1.8877, -2.6710, 0.0189], [2.6238, -3.8513, 0.0519], [1.9433, -5.0547, 0.0125], [0.5576, -5.0320, -0.0365], [-0.0809, -3.8017, -0.0689], [0.5648, -2.6479, -0.0507], [2.3651, 0.3660, 0.9590], [3.5856, -1.4244, 0.4337], [2.6417, -0.9876, -1.0325], [3.7012, -3.8255, 0.0978], [2.4849, -5.9898, 0.0209], [-0.0106, -5.9486, -0.0512], [-1.1580, -3.7374, -0.1290]],
  "atomic_forces_ev_per_a": [[0.06, 1.22, 1.70], [0.06, 0.02, -0.07], [-0.15, 0.03, 0.08], [0.13, -0.08, -0.16], [-0.04, 0.12, 0.11], [-0.56, 0.15, -0.02], [0.01, -0.07, -0.19], [-0.16, 0.03, -0.01], [0.73, 0.32, 0.31], [-0.05, 0.02, 0.11], [-0.26, -0.19, 0.15], [0.71, -0.74, -0.81], [-0.92, 0.59, -0.04], [0.77, 2.39, 0.49], [-0.01, -0.24, 0.01], [0.24, -2.54, -0.47], [0.10, -0.02, 0.06], [0.12, 0.06, -0.01], [0.09, -0.05, 0.05], [-0.02, 0.00, 0.12], [0.00, 0.01, 0.06], [0.06, -0.07, -0.13], [0.06, -0.09, -0.07], [-0.17, 0.04, 0.14], [0.01, 0.05, -0.13], [-0.07, 0.05, -0.02], [0.30, 0.13, 0.17], [-0.36, -0.43, 0.25], [0.32, 0.36, -0.20], [0.29, 0.21, -0.23], [-0.03, -0.02, 0.31], [-0.42, -0.31, -0.26], [0.37, 0.29, -0.66], [-0.04, 0.01, 0.33], [0.40, 0.35, -0.55], [-0.58, -0.44, 0.62], [-1.14, -0.61, -0.88], [0.07, -0.02, -0.07], [-0.02, -0.05, 0.01], [-0.03, -0.02, 0.00], [0.00, -0.04, -0.08], [-0.07, -0.07, -0.02], [-0.10, -0.09, 0.03], [0.00, -0.09, 0.04], [0.02, 0.07, 0.15], [-0.27, 0.09, -0.09], [0.27, -0.18, -0.39], [0.33, -0.09, 0.11], [-0.15, 0.09, -0.05], [-0.12, 0.08, -0.01], [0.09, -0.03, 0.00], [-0.01, -0.31, -0.02], [0.31, 0.20, -0.07], [0.04, 0.00, 0.09], [-0.19, 0.03, -0.11], [0.11, 0.00, 0.25], [0.13, 0.04, 0.04], [0.00, -0.06, 0.04], [-0.09, -0.05, -0.02], [-0.18, -0.05, 0.04]]
}

{
  "formula": "C25H24FN9O2RuS",
  "method": "ωB97M-V/def2-TZVPD",
  "charge": -1,
  "de_lowest_kcal_mol": 0.0,
  "multiplicity": 2,
  "species": ["Ru", "O", "C", "N", "C", "C", "C", "C", "C", "C", "N", "C", "O", "C", "C", "C", "C", "C", "N", "C", "C", "C", "C", "C", "N", "H", "H", "H", "H", "H", "H", "H", "H", "H", "H", "H", "H", "C", "N", "C", "C", "S", "N", "C", "C", "H", "H", "H", "H", "H", "H", "H", "H", "H", "H", "H", "H", "F", "N", "C", "N", "C", "N"],
  "coordinates": [[0.2544, -1.0130, 0.0731], [-2.1096, -3.5723, 2.7209], [-1.1739, -3.0519, 2.1115], [-0.8682, -1.7413, 2.0347], [-1.5742, -0.7073, 2.5251], [-2.7171, -0.7793, 3.3335], [-3.2820, 0.3708, 3.8333], [-2.7069, 1.6199, 3.5765], [-1.5915, 1.7305, 2.7794], [-1.0332, 0.5845, 2.1850], [-0.0076, 0.5572, 1.3074], [0.8923, 1.6177, 1.1515], [0.6935, 2.7957, 1.4971], [2.1254, 1.1560, 0.5676], [3.2972, 1.9363, 0.5489], [4.4429, 1.4350, -0.0003], [4.4070, 0.1437, -0.5802], [3.2306, -0.5698, -0.5380], [2.1181, -0.1220, 0.0343], [-0.1857, -3.8666, 1.3522], [-0.5027, -5.1662, 0.9541], [0.4203, -5.8964, 0.2356], [1.6628, -5.3187, -0.0183], [1.8904, -4.0213, 0.4026], [0.9884, -3.2889, 1.0436], [-3.1319, -1.7538, 3.5398], [-4.1786, 0.3035, 4.4332], [-3.1492, 2.5114, 4.0028], [-1.1425, 2.6907, 2.5757], [3.2477, 2.9201, 0.9944], [5.3609, 2.0029, 0.0003], [5.2854, -0.2760, -1.0445], [3.1680, -1.5541, -0.9884], [-1.4769, -5.5539, 1.2081], [0.1892, -6.8862, -0.1293], [2.4296, -5.8575, -0.5530], [2.8468, -3.5443, 0.2152], [-0.6726, 4.0364, -3.3462], [-0.0113, 3.5750, -2.1343], [1.4283, 3.4759, -2.2875], [-0.6364, 2.4191, -1.6297], [-0.0843, 0.9082, -2.0821], [-1.7193, 2.6358, -0.8809], [-2.6451, 1.5969, -0.5134], [-2.0741, 3.9444, -0.3977], [-0.6091, 3.2847, -4.1444], [-0.1970, 4.9548, -3.6880], [-1.7203, 4.2445, -3.1390], [1.8139, 4.4740, -2.5044], [1.7241, 2.7847, -3.0849], [1.8515, 3.1297, -1.3469], [-2.2354, 0.6126, -0.7245], [-3.5697, 1.7193, -1.0840], [-2.8761, 1.6579, 0.5508], [-1.2615, 4.6369, -0.5898], [-2.2571, 3.8913, 0.6768], [-2.9850, 4.2982, -0.8885], [-1.7153, -1.3687, -0.3641], [0.0865, -6.2524, -3.6874], [0.3301, -5.1749, -3.3498], [0.6738, -3.9692, -3.1014], [0.5784, -3.1263, -2.1955], [0.6638, -2.2236, -1.4486]],
  "atomic_forces_ev_per_a": [[-2.74, 1.19, 1.04], [0.14, -0.28, -0.10], [-0.26, 1.47, 0.25], [1.67, -1.17, -1.78], [-0.32, 1.65, 0.30], [0.34, -0.42, -0.28], [0.05, 0.80, 0.03], [-0.69, -0.39, 0.53], [0.57, -0.26, -0.56], [-2.21, -0.22, 1.65], [2.86, 1.59, -1.19], [-3.19, -0.60, 1.24], [0.74, -0.53, -0.31], [1.97, -1.48, -1.39], [-1.19, -0.09, 0.35], [0.27, -1.34, -0.67], [0.12, 1.20, 0.47], [0.13, -0.48, -0.25], [0.27, 1.51, 1.44], [0.70, -0.51, -0.53], [-0.07, 0.29, 0.22], [0.35, 0.23, -0.04], [-0.13, -0.15, 0.04], [0.12, -0.24, 0.16], [-0.35, -0.40, 0.24], [0.00, 0.02, 0.03], [-0.07, 0.02, 0.08], [-0.01, 0.04, 0.03], [-0.08, -0.03, -0.01], [-0.06, 0.03, 0.00], [0.06, 0.08, -0.02], [0.01, -0.09, -0.04], [-0.10, 0.04, 0.06], [-0.07, 0.00, 0.04], [-0.01, -0.06, -0.02], [0.06, -0.04, -0.08], [-0.02, 0.02, -0.09], [-0.08, 0.08, -0.03], [0.02, 0.00, 0.04], [0.13, -0.01, -0.03], [-0.54, 0.06, 0.45], [0.47, -0.86, 0.15], [0.69, 0.14, -0.34], [-0.32, -0.67, 0.03], [-0.01, 0.51, 0.13], [0.00, 0.03, -0.01], [0.00, 0.04, 0.02], [-0.08, 0.02, -0.05], [-0.01, 0.00, 0.02], [0.02, 0.05, 0.01], [0.07, 0.04, -0.08], [-0.02, -0.10, 0.08], [-0.06, 0.08, -0.03], [0.06, 0.04, -0.07], [-0.04, 0.03, 0.04], [-0.01, -0.07, -0.04], [-0.04, 0.02, -0.01], [0.93, 0.01, 0.09], [-0.19, -0.78, -0.11], [-0.26, -0.51, 0.07], [0.58, 0.42, -1.01], [0.14, 1.29, 1.00], [-0.28, -1.25, -1.15]]
}

{
  "formula": "C25H24FeIN4O3S",
  "method": "ωB97M-V/def2-TZVPD",
  "charge": 1,
  "de_lowest_kcal_mol": 0.0,
  "multiplicity": 5,
  "species": ["Fe", "C", "C", "N", "C", "C", "C", "O", "C", "C", "N", "C", "C", "C", "C", "C", "C", "I", "C", "O", "H", "H", "H", "H", "H", "H", "H", "H", "H", "H", "H", "H", "C", "O", "H", "H", "H", "H", "S", "C", "C", "C", "N", "C", "C", "C", "C", "C", "N", "C", "C", "H", "H", "H", "H", "H", "H", "H", "H"],
  "coordinates": [[0.5560, -1.7459, -1.1064], [4.5823, -0.0018, -2.1000], [4.2572, -0.0617, -0.6391], [5.0096, 0.6064, 0.2017], [4.7394, 0.5539, 1.5171], [3.6994, -0.1627, 2.0520], [3.4760, -0.1517, 3.5438], [3.5497, -1.4459, 4.1325], [2.8515, -0.8744, 1.1648], [1.7487, -1.6355, 1.7198], [0.7135, -2.0304, 1.0623], [-0.3063, -2.7137, 1.7675], [-0.6547, -2.3953, 3.0793], [-1.6678, -3.0800, 3.7286], [-2.3662, -4.0873, 3.0791], [-2.0564, -4.4031, 1.7650], [-1.0424, -3.7088, 1.1289], [-0.5945, -4.1747, -0.8672], [3.1362, -0.8364, -0.2114], [2.4527, -1.4900, -1.1200], [5.4894, 0.5788, -2.2423], [3.7706, 0.4721, -2.6593], [4.7212, -1.0039, -2.5083], [5.4000, 1.1248, 2.1599], [2.4788, 0.2215, 3.7860], [4.1921, 0.5308, 4.0073], [4.4527, -1.7713, 4.0533], [1.8373, -1.8861, 2.7755], [-0.1371, -1.5925, 3.5885], [-1.9182, -2.8170, 4.7473], [-3.1584, -4.6204, 3.5859], [-2.6007, -5.1792, 1.2450], [0.0853, -1.6250, -4.4160], [0.7923, -1.3194, -3.2069], [0.4342, -2.5642, -4.8446], [0.2034, -0.8184, -5.1375], [-0.9658, -1.7155, -4.1540], [1.7424, -1.2338, -3.3578], [-3.6438, 3.0605, 0.7781], [-2.5346, 1.8065, 0.1605], [-1.1575, 1.9860, 0.2177], [-0.3318, 0.9871, -0.2574], [-0.8046, -0.1541, -0.7722], [-2.1298, -0.3311, -0.8200], [-3.0257, 0.6181, -0.3657], [-3.7656, 4.0245, -0.7258], [-2.8844, 5.0673, -0.9661], [-3.0241, 5.7831, -2.1478], [-3.9595, 5.5251, -3.0557], [-4.8081, 4.5339, -2.8033], [-4.7575, 3.7542, -1.6553], [-0.7344, 2.8914, 0.6289], [0.7473, 1.0901, -0.2225], [-2.4808, -1.2684, -1.2360], [-4.0893, 0.4339, -0.4169], [-2.1158, 5.3260, -0.2508], [-2.3532, 6.6052, -2.3690], [-5.5704, 4.3519, -3.5520], [-5.4797, 2.9667, -1.4893]],
  "atomic_forces_ev_per_a": [[0.26, 0.30, 0.40], [-0.01, 0.01, -0.01], [0.01, -0.02, 0.01], [0.01, 0.00, -0.06], [-0.03, -0.02, 0.08], [0.03, -0.01, -0.01], [0.01, 0.01, 0.00], [-0.02, 0.00, 0.00], [-0.02, 0.00, -0.04], [0.05, 0.02, -0.06], [0.10, 0.00, -0.17], [-0.05, -0.02, 0.00], [-0.02, 0.00, 0.01], [0.00, 0.00, 0.00], [0.00, 0.00, 0.01], [0.01, 0.01, -0.01], [0.01, 0.02, 0.00], [-0.14, -0.19, -0.05], [0.04, -0.03, 0.14], [-0.07, 0.09, -0.14], [0.01, 0.00, 0.00], [0.00, -0.01, 0.00], [0.00, 0.00, -0.01], [-0.01, 0.00, 0.01], [0.00, -0.01, 0.00], [0.00, 0.00, -0.01], [0.00, 0.00, -0.01], [-0.02, 0.02, 0.01], [0.00, 0.00, -0.01], [0.00, 0.00, 0.00], [0.00, 0.00, 0.00], [0.00, 0.00, 0.00], [0.02, -0.03, -0.01], [-0.08, -0.01, -0.06], [0.00, 0.00, 0.00], [0.00, 0.00, 0.00], [0.00, 0.00, 0.00], [0.01, 0.00, 0.03], [-0.02, -0.01, -0.02], [-0.01, -0.01, 0.00], [0.01, 0.00, -0.03], [0.08, 0.00, -0.02], [-0.18, -0.17, 0.00], [-0.03, 0.07, -0.02], [0.01, 0.01, 0.01], [0.02, 0.02, 0.01], [0.00, -0.01, 0.00], [0.01, 0.01, 0.02], [0.00, 0.01, -0.03], [0.00, -0.01, 0.01], [0.00, 0.00, 0.00], [0.00, 0.00, 0.00], [0.00, 0.00, 0.01], [0.01, -0.01, 0.02], [0.00, 0.00, 0.00], [0.00, 0.00, 0.00], [0.00, 0.00, 0.00], [0.00, 0.00, 0.00], [0.00, 0.00, 0.00]]
}

Per-record E_tot, eV: -91114.9846; -59956.9907; -91735.7585
Per-record strongest force on any atom, Eh/bohr: 0.0504; 0.0678; 0.0110